1.
Here is a 2-piece molecular cluster, CH8N2S2 overall from OMol25. Energies are from the ωB97M-V functional and the def2-TZVPD basis.

Last column: Mulliken charge in e.
Element x y z (Å)
S -2.5828 1.1873 -0.0185  -0.145
S -3.2020 -0.5566 -0.9805  -0.154
N 0.3795 -0.8087 0.6322  -0.468
N 1.5154 0.3756 -1.1356  -0.630
C 1.4667 0.1288 0.3126  -0.243
H 0.6734 -1.6388 1.1269  0.221
H 0.5930 0.1067 -1.4703  0.257
H -0.2894 -0.3406 1.2267  0.137
H 2.4019 -0.3345 0.6287  0.258
H -1.8667 0.5970 0.9332  0.093
H 1.3505 1.0299 0.9143  0.255
H 1.5481 1.3797 -1.2883  0.258
H -1.9877 -1.1256 -0.8814  0.161

SMILES: NCN.SS
Kohn-Sham gap, eV: 9.07
E, eV: -25816.8183
Maximum force, Eh/bohr: 0.0180

2.
Here is one molecule with the formula C31H34N6O6 from OMol25. Energies are from the ωB97M-V functional and the def2-TZVPD basis.

Last column: Mulliken charge in e.
Element x y z (Å)
O 0.6313 3.1332 1.1036  -0.242
O -0.8419 0.8328 2.8157  -0.634
O 3.2745 -5.2879 -0.8385  -0.610
O -2.6927 -1.9386 -0.9152  -0.172
O -1.6955 1.6358 -1.3741  -0.779
O -2.8443 -4.7175 -0.3224  -0.379
N -0.6327 -0.0243 -0.2794  1.388
N -0.2340 1.6044 -4.5156  -0.760
N -0.3746 2.6749 -5.1782  -0.679
N -1.9889 2.1456 1.3799  0.001
N 3.6324 -3.5402 0.5845  -0.194
N 0.2053 1.8661 -3.2786  0.967
C -3.6358 -2.5814 -1.7459  -1.041
C 0.3799 0.8354 -2.3066  -1.297
C 1.2011 4.4863 2.9798  -0.714
C -1.7901 -1.5595 1.2030  -0.700
C 3.9253 -4.7552 0.0285  0.774
C -1.7015 -0.1302 0.7296  0.404
C -1.3342 -1.9890 2.4386  -0.264
C 0.1665 5.1949 2.0948  -0.829
C 2.5681 -2.6790 0.3108  0.944
C 2.4548 -1.5203 1.0780  -0.786
C -1.9289 -4.2417 1.8760  -0.250
C 0.7959 5.3757 -2.3396  -0.724
C 1.3968 3.1178 2.2974  -0.438
C 5.1744 -5.3686 0.6280  -1.333
C -0.0352 3.7316 -4.3856  -0.029
C 1.6284 -2.9323 -0.6857  -0.713
C -0.7608 0.8591 -1.2811  0.781
C -1.4189 -3.3239 2.7760  -1.611
C -2.3207 -2.4783 0.2844  -0.077
C -0.4358 4.0405 1.2861  0.281
C 0.5911 -2.0456 -0.8952  -0.144
C 0.7790 4.0235 -2.0853  -0.542
C 0.3477 3.2096 -3.1255  1.223
C -0.0056 5.1067 -4.6173  -0.730
C -1.4511 0.9726 1.7728  -0.395
C 1.4164 -0.6365 0.8671  -0.680
C -2.3728 -3.8419 0.6226  1.190
C 0.4098 5.9068 -3.5800  -0.500
C -1.6163 3.3782 2.0282  -1.466
C -2.8785 -6.0887 -0.0153  -1.000
C 0.4771 -0.8977 -0.1214  -1.408
H 1.7100 -3.8274 -1.2786  0.602
H -0.9243 -1.2731 3.1295  0.621
H -2.6325 0.1126 0.2005  0.994
H 1.3350 0.9607 -1.7856  0.494
H -1.0756 -3.6621 3.7413  0.393
H -2.2766 2.2201 0.4077  0.367
H 1.3191 0.2491 1.4738  0.563
H 1.0533 2.3022 2.9456  0.088
H 5.0383 -5.5313 1.6953  0.333
H -0.2975 5.5097 -5.5734  0.422
H -3.9292 -1.8259 -2.4753  0.264
H 0.4461 6.9779 -3.7155  0.373
H -2.4702 4.0592 2.0377  0.376
H 6.0272 -4.7098 0.4781  0.334
H 1.0723 3.6113 -1.1326  0.726
H -1.9651 -5.2824 2.1541  0.458
H 0.6544 5.8986 1.4208  0.195
H -0.5881 5.7261 2.6700  0.378
H -1.8777 -6.4794 0.1943  0.378
H 4.2487 -3.2191 1.3188  0.207
H 0.8290 4.3562 3.9946  0.336
H -3.2038 -3.4400 -2.2629  0.289
H -3.2740 -6.5743 -0.9064  0.259
H -4.5134 -2.9040 -1.1819  0.343
H 5.3701 -6.3211 0.1446  0.358
H -0.1495 -2.2527 -1.6516  0.611
H -1.3285 3.1324 3.0525  0.506
H -3.5395 -6.2981 0.8320  0.362
H 2.4340 2.9304 2.0089  0.523
H 3.1807 -1.3171 1.8528  0.311
H 2.1342 5.0442 3.0279  0.333
H -0.7673 4.3370 0.2857  0.656
H 1.1188 6.0558 -1.5644  0.399
H 0.3764 -0.1191 -2.8375  0.312

SMILES: COc1cccc([C@@H](C(=O)NC[C@H]2CCCO2)N(C(=O)Cn2nnc3ccccc32)c2ccc(NC(C)=O)cc2)c1OC
Kohn-Sham gap, eV: 8.67
E, eV: -53924.7412
Maximum force, Eh/bohr: 0.0257